{
  "formula": "C36H71FN2O4",
  "method": "ωB97M-V with the def2-TZVPD basis set",
  "species": ["C", "C", "C", "C", "N", "C", "C", "C", "C", "C", "C", "C", "C", "C", "C", "C", "C", "C", "C", "C", "C", "C", "C", "C", "C", "C", "C", "N", "C", "C", "F", "H", "H", "H", "H", "H", "H", "H", "H", "H", "H", "H", "H", "H", "H", "H", "H", "H", "H", "H", "H", "H", "H", "H", "H", "H", "H", "H", "H", "H", "H", "H", "H", "H", "H", "H", "H", "H", "H", "H", "H", "H", "H", "H", "H", "H", "H", "H", "C", "C", "O", "H", "H", "H", "H", "H", "H", "C", "C", "O", "H", "H", "H", "H", "H", "H", "C", "C", "O", "H", "H", "H", "H", "H", "H", "C", "C", "O", "H", "H", "H", "H", "H", "H"],
  "coordinates": [[1.68427, -2.52999, 1.95059], [0.67302, -3.21204, 2.02288], [-0.65685, -3.89213, 2.54806], [-1.60579, -4.05852, 1.31035], [-2.28240, -3.99732, 0.37623], [-1.42390, -2.94188, 3.62086], [-0.93688, -1.43670, 3.52862], [-1.82413, -0.43708, 4.42182], [-2.58030, 0.62579, 3.51919], [-1.66920, 1.86456, 3.06628], [-1.03465, 1.71253, 1.61399], [0.44788, 1.15012, 1.57699], [1.46769, 1.88086, 2.54343], [2.95538, 1.29983, 2.48697], [3.41906, 0.81957, 1.05085], [3.62275, 2.07673, 0.08698], [3.26262, 1.73396, -1.45175], [4.18324, 2.65777, -2.34899], [3.95897, 2.52700, -3.92206], [2.49814, 2.07670, -4.37266], [2.08504, 3.00934, -5.62934], [0.48593, 2.85666, -5.75450], [-0.08432, 3.29195, -7.17857], [-1.11885, 2.20607, -7.71368], [-0.39683, 0.79664, -7.98214], [-0.21498, -5.29220, 3.18593], [1.34151, -5.36565, 3.45140], [2.41517, -5.45932, 3.86507], [-0.62859, -6.56941, 2.34479], [0.17813, -7.84533, 2.88800], [-2.02271, -6.85212, 2.54848], [2.75216, -2.18503, 1.98447], [-2.50863, -2.93553, 3.27409], [-1.35374, -3.39185, 4.64876], [0.13422, -1.27678, 3.84416], [-1.11778, -1.11267, 2.45176], [-1.22435, 0.08581, 5.22531], [-2.59518, -1.06815, 4.97308], [-3.40010, 1.07732, 4.16999], [-3.11581, 0.17158, 2.62901], [-0.92886, 2.12209, 3.87537], [-2.38332, 2.75314, 3.00577], [-1.70749, 1.00310, 1.03401], [-1.07813, 2.70079, 1.05039], [0.82790, 1.31406, 0.51310], [0.53051, 0.03506, 1.75902], [1.15774, 1.82996, 3.63815], [1.47820, 2.98265, 2.24718], [3.00765, 0.41635, 3.20495], [3.64924, 2.11108, 2.88742], [2.75172, 0.01866, 0.61410], [4.45407, 0.34450, 1.15353], [4.64617, 2.54354, 0.19675], [2.86462, 2.86374, 0.41608], [2.15550, 1.97989, -1.54096], [3.41998, 0.62790, -1.59749], [5.25767, 2.32058, -2.15092], [4.15435, 3.74212, -2.00144], [4.73459, 1.87450, -4.43105], [4.11712, 3.57190, -4.35380], [2.57322, 1.01914, -4.75792], [1.69024, 2.23781, -3.60758], [2.26376, 4.07036, -5.28621], [2.62497, 2.72738, -6.57602], [0.02960, 3.56765, -4.99287], [0.13563, 1.81582, -5.45397], [0.75895, 3.42330, -7.92173], [-0.64235, 4.27600, -7.06852], [-1.52647, 2.53980, -8.72261], [-1.99428, 2.03528, -7.02387], [0.41178, 0.58529, -7.22537], [-1.15645, -0.04967, -7.91513], [0.08743, 0.81819, -9.00408], [-0.74425, -5.38649, 4.19037], [-0.37259, -6.48671, 1.25006], [1.18934, -7.85561, 2.37422], [-0.33365, -8.81710, 2.60954], [0.25546, -7.78276, 4.01256], [-4.93242, -4.56960, 6.33112], [-3.54516, -4.38372, 5.74949], [-2.97578, -3.15735, 6.20843], [-5.58150, -3.73827, 6.04633], [-5.38031, -5.50218, 5.98194], [-4.89497, -4.58557, 7.42399], [-3.58987, -4.34694, 4.66058], [-2.88611, -5.20864, 6.04078], [-2.93159, -3.20282, 7.17246], [3.45136, -3.08846, -2.75954], [3.40763, -2.29421, -4.05073], [3.53732, -0.90239, -3.77986], [2.64947, -2.77222, -2.08816], [3.34635, -4.15800, -2.95478], [4.39486, -2.91860, -2.23271], [2.45657, -2.44918, -4.56258], [4.21583, -2.59894, -4.72358], [4.38421, -0.76954, -3.33543], [-5.57263, 0.06020, 5.75930], [-5.28503, 0.36247, 7.21539], [-5.25319, -0.84387, 7.97034], [-6.52848, -0.45907, 5.65679], [-5.60515, 0.97869, 5.16892], [-4.80513, -0.59837, 5.34345], [-6.06279, 1.00205, 7.63542], [-4.32214, 0.87253, 7.32517], [-4.55685, -1.40013, 7.59806], [-0.54433, 8.01138, -6.57880], [0.76199, 7.52938, -7.17974], [0.52148, 6.47793, -8.10805], [-1.05901, 7.19083, -6.07351], [-0.37076, 8.81488, -5.85942], [-1.21710, 8.37807, -7.35920], [1.42187, 7.14439, -6.40059], [1.27743, 8.34514, -7.69720], [-0.05483, 6.82576, -8.79982]],
  "atomic_forces_ev_per_a": [[0.30, -1.25, 0.19], [-0.72, 0.60, 0.95], [1.03, 0.80, -1.38], [1.08, 0.46, 1.06], [0.46, -0.24, 0.77], [0.10, 0.45, -0.92], [-0.70, 0.63, 0.44], [-0.82, -0.78, -0.52], [0.09, 0.86, 1.09], [-1.15, 0.18, -0.61], [0.15, -0.38, 0.30], [0.59, 0.22, -0.32], [0.13, 0.33, -0.14], [-0.47, -0.37, 0.03], [1.37, 0.72, 0.30], [-1.48, -0.31, -0.22], [0.50, 1.09, 1.52], [0.67, -1.03, -0.34], [-0.46, 0.87, 0.11], [1.06, 1.01, -1.83], [-1.71, -0.86, 1.73], [0.25, 0.83, -0.35], [-0.93, -0.57, 0.47], [0.79, -0.50, -0.81], [-0.38, 0.30, 0.09], [0.41, -0.61, -0.07], [-2.08, 0.21, 0.52], [-0.71, 0.05, -0.56], [0.92, -1.79, 0.80], [-0.35, 0.35, -0.47], [1.61, 0.92, -0.40], [-1.89, -0.31, -0.29], [1.27, -0.11, 0.74], [0.05, 0.65, -1.12], [-1.07, -0.54, -0.73], [0.68, -0.47, 1.30], [-0.50, -0.52, -1.01], [0.89, 0.82, -0.62], [0.94, -0.60, -0.79], [0.78, 0.30, 0.97], [-0.64, -0.37, -0.92], [0.94, -1.04, 0.11], [0.82, 0.82, 0.56], [0.20, -1.12, 0.84], [-0.45, -0.28, 1.28], [-0.39, 1.22, -0.16], [0.18, 0.09, -1.42], [0.00, -1.28, 0.48], [-0.01, 1.04, -0.81], [-0.71, -1.13, -0.56], [0.50, 1.10, 0.44], [-1.32, 0.38, -0.03], [-1.02, -0.73, -0.10], [1.08, -0.78, -0.38], [1.42, -0.50, -0.24], [-0.15, 1.20, -0.27], [-1.28, 0.50, -0.08], [-0.32, -1.37, -0.45], [-0.91, 0.58, 0.81], [-0.04, -1.32, 0.50], [-0.53, 1.04, 0.86], [1.03, -0.43, -0.59], [0.13, -1.00, -0.88], [-0.50, 0.44, 0.99], [0.56, -0.95, -0.71], [0.59, 1.19, -0.54], [-1.00, -0.11, 0.78], [0.91, -1.10, -0.32], [0.29, -0.27, 1.30], [0.98, 0.44, -0.51], [-0.85, 0.25, -0.72], [1.04, 1.02, -0.29], [-0.56, -0.18, 1.12], [0.87, 0.01, -1.19], [-0.84, 0.29, 1.04], [-1.07, 0.06, 0.97], [0.35, 1.33, 0.25], [0.15, -0.19, -1.25], [-0.10, -0.02, -0.04], [-0.27, -0.07, 0.41], [0.00, 0.15, 0.14], [0.05, -0.06, -0.06], [0.00, 0.04, 0.06], [0.01, -0.11, -0.03], [0.08, 0.11, 0.09], [-0.06, -0.11, -0.11], [0.06, -0.04, -0.15], [-0.09, -0.09, 0.06], [0.31, 0.02, 0.29], [-0.03, 0.02, -0.08], [-0.02, -0.04, -0.10], [0.04, 0.02, 0.06], [0.03, -0.09, -0.08], [0.05, 0.19, 0.01], [-0.09, -0.17, -0.06], [-0.14, 0.02, -0.09], [-0.12, 0.04, -0.14], [0.23, -0.29, -0.23], [-0.02, -0.08, 0.25], [0.00, 0.11, 0.06], [0.00, -0.07, -0.04], [0.04, 0.10, 0.00], [0.05, -0.15, 0.12], [-0.06, 0.17, -0.07], [-0.15, 0.10, -0.04], [-0.04, 0.03, 0.14], [-0.34, 0.10, -0.25], [0.12, -0.10, -0.04], [0.10, 0.03, 0.02], [-0.07, 0.00, -0.04], [0.07, 0.09, 0.03], [0.00, -0.12, -0.16], [0.07, 0.09, 0.18], [0.10, -0.08, 0.11]],
  "lowdin_charge": [0.11, -0.08, -0.30, -0.17, 0.17, -0.12, -0.18, -0.18, -0.21, -0.20, -0.19, -0.21, -0.21, -0.21, -0.23, -0.21, -0.20, -0.21, -0.20, -0.21, -0.19, -0.22, -0.22, -0.26, -0.13, -0.15, -0.18, 0.17, -0.30, -0.05, -0.05, 0.08, 0.13, 0.10, 0.11, 0.11, 0.11, 0.07, 0.09, 0.12, 0.09, 0.11, 0.11, 0.11, 0.10, 0.08, 0.10, 0.11, 0.10, 0.12, 0.09, 0.11, 0.11, 0.10, 0.10, 0.10, 0.11, 0.11, 0.11, 0.10, 0.09, 0.10, 0.10, 0.11, 0.11, 0.10, 0.11, 0.09, 0.10, 0.10, 0.06, 0.07, 0.07, 0.15, 0.15, 0.09, 0.09, 0.09, -0.08, -0.31, -0.11, 0.08, 0.08, 0.08, 0.10, 0.11, 0.09, -0.09, -0.31, -0.11, 0.07, 0.07, 0.07, 0.12, 0.11, 0.08, -0.09, -0.31, -0.09, 0.08, 0.07, 0.05, 0.11, 0.11, 0.05, -0.10, -0.32, -0.10, 0.07, 0.07, 0.07, 0.11, 0.11, 0.08],
  "homo_energy_ev": -9.63,
  "total_charge": 0,
  "energy_ev": -52363.6076
}